[1]
# C28H55Br2F3I2O34S8SiTa

A structure of composition C28H55Br2F3I2O34S8SiTa at a distorted geometry (the ωB97M-V functional and the def2-TZVPD basis, the OMol25 dataset).

* max |F|: 0.023 hartree/bohr
* E_tot: -360080.3199 eV
* lowest unoccupied orbital energy: 1.28 eV
* orbital gap: 0.2203 hartree
* total charge: -1

Last column: Löwdin charge in e.
Cartesian coordinates (Å):
C  3.4671  4.7099  0.4369  -0.227
C  3.6561  3.6657  1.5205  -0.953
I  3.3953  4.5799  3.4376  0.719
C  3.9143  2.3699  1.3014  -0.933
I  4.1253  1.0872  2.9675  0.758
Ta  4.0720  1.4035  -0.8067  1.608
C  6.0429  2.4560  -1.2205  -0.348
C  2.0825  0.2674  -0.5107  -0.374
C  0.8264  1.0801  -0.9118  -0.285
C  -0.1942  1.4161  0.1658  -0.791
F  -0.8467  2.5970  -0.1821  -0.090
Br  0.5439  1.7349  1.9287  0.870
C  -1.3244  0.3729  0.2942  -0.917
F  -0.8430  -0.8659  0.3916  0.072
F  -2.0921  0.5971  1.3841  -0.022
Br  -2.5401  0.4497  -1.2360  0.869
C  4.1126  0.4876  -2.9100  -0.383
O  3.0040  0.9975  -3.6966  -0.293
O  3.5041  2.0613  -4.5316  -0.080
Si  5.5747  -0.7177  -0.1367  0.370
C  6.3918  -1.4606  -1.6988  -0.251
C  4.6153  -2.1404  0.6830  -0.267
C  7.0589  -0.2450  0.9621  -0.262
H  2.4563  4.6372  0.0210  0.067
H  4.1771  4.5572  -0.3811  0.038
H  3.5873  5.7187  0.8300  0.028
H  3.2128  2.8042  -1.7006  -0.061
H  6.6944  1.7916  -1.7912  -0.047
H  5.8406  3.3605  -1.8059  -0.014
H  6.5161  2.7528  -0.2765  -0.013
H  2.1541  -0.5689  -1.2178  0.033
H  1.9779  -0.1903  0.4788  0.006
H  1.0640  2.0305  -1.3961  0.080
H  0.2660  0.4983  -1.6555  0.090
H  5.0624  0.6832  -3.4114  0.042
H  3.9333  -0.5923  -2.8529  0.036
H  3.1047  2.8304  -4.0979  0.061
H  6.7058  -0.6654  -2.3795  0.002
H  5.7217  -2.1546  -2.2125  0.016
H  7.2794  -2.0240  -1.3865  0.014
H  4.1327  -1.7820  1.5964  -0.031
H  5.2714  -2.9830  0.9316  0.018
H  3.8309  -2.4831  -0.0021  0.013
H  7.2195  0.8381  0.9370  0.000
H  6.9123  -0.5397  2.0039  -0.004
H  7.9749  -0.7056  0.5767  0.014
C  -3.0310  4.1432  2.7864  -0.147
C  -2.0748  4.5543  1.6930  -0.159
O  -2.0880  5.9968  1.7507  -0.181
S  -2.3004  6.4772  3.2525  0.584
O  -1.0624  6.8234  3.8477  -0.215
O  -3.3895  7.3937  3.2688  -0.243
O  -2.7785  5.0776  3.8506  -0.183
H  -4.0697  4.2486  2.4792  0.107
H  -2.8537  3.1286  3.1330  0.138
H  -2.3915  4.2259  0.7090  0.129
H  -1.0703  4.1861  1.8975  0.089
C  -5.0956  -0.9645  0.9425  -0.167
C  -5.9259  -1.7673  1.9243  -0.142
O  -7.0722  -2.1797  1.1545  -0.192
S  -6.6411  -2.4276  -0.3602  0.578
O  -6.3954  -3.8157  -0.5536  -0.238
O  -7.5347  -1.7212  -1.2034  -0.214
O  -5.2413  -1.6858  -0.2962  -0.209
H  -5.4918  0.0430  0.8083  0.123
H  -4.0461  -0.9168  1.2100  0.108
H  -6.2597  -1.1843  2.7776  0.131
H  -5.3978  -2.6595  2.2662  0.133
C  -6.6242  -7.0493  1.7405  -0.147
C  -8.0986  -6.7425  1.6659  -0.138
O  -8.5847  -7.0503  2.9896  -0.177
S  -7.4603  -6.7226  4.0598  0.585
O  -7.6925  -5.4421  4.6376  -0.234
O  -7.2951  -7.8514  4.9041  -0.222
O  -6.2331  -6.5971  3.0550  -0.182
H  -6.4328  -8.1199  1.6682  0.117
H  -6.0586  -6.5209  0.9775  0.139
H  -8.6131  -7.3520  0.9298  0.130
H  -8.2781  -5.6849  1.4662  0.135
C  -4.4435  -10.7125  -0.4149  -0.150
C  -4.9354  -11.5314  -1.5917  -0.153
O  -6.3194  -11.1625  -1.7108  -0.185
S  -6.5106  -9.6326  -1.3088  0.589
O  -6.5212  -8.8200  -2.4681  -0.203
O  -7.5505  -9.5513  -0.3439  -0.224
O  -5.1033  -9.4474  -0.5775  -0.196
H  -4.7494  -11.1479  0.5376  0.135
H  -3.3687  -10.5575  -0.4217  0.138
H  -4.8658  -12.6019  -1.4249  0.136
H  -4.4202  -11.2649  -2.5157  0.136
C  10.4326  3.2435  -5.4331  -0.176
C  9.7928  4.5352  -4.9680  -0.172
O  8.6612  4.1087  -4.2036  -0.184
S  8.9945  2.7400  -3.4438  0.592
O  9.3992  3.0241  -2.1166  -0.212
O  7.9816  1.8034  -3.7603  -0.219
O  10.3022  2.3718  -4.3000  -0.192
H  9.9016  2.8098  -6.2792  0.123
H  11.4839  3.3576  -5.6805  0.132
H  9.4584  5.1573  -5.7902  0.110
H  10.4619  5.1025  -4.3159  0.134
C  -8.2929  4.6055  3.4582  -0.149
C  -7.1307  4.7856  2.5030  -0.146
O  -6.3439  3.6007  2.7061  -0.211
S  -7.2873  2.3581  3.0440  0.589
O  -7.5268  1.6022  1.8673  -0.216
O  -6.7960  1.7359  4.2191  -0.214
O  -8.5984  3.2034  3.3768  -0.184
H  -8.0122  4.8428  4.4852  0.137
H  -9.1697  5.1789  3.1724  0.135
H  -6.5243  5.6600  2.7249  0.139
H  -7.4581  4.8148  1.4625  0.137
C  -6.7842  -4.7160  8.0131  -0.152
C  -5.9210  -4.3217  6.8353  -0.167
O  -5.0703  -3.2870  7.3651  -0.186
S  -4.7417  -3.5806  8.8956  0.589
O  -3.4862  -4.2311  9.0122  -0.222
O  -5.0249  -2.4104  9.6454  -0.222
O  -5.8864  -4.6688  9.1346  -0.192
H  -7.5917  -4.0011  8.1788  0.136
H  -7.1923  -5.7179  7.9194  0.135
H  -6.4949  -3.9358  6.0028  0.111
H  -5.2950  -5.1501  6.4994  0.136
C  9.2291  7.6797  -8.8027  -0.153
C  10.4405  7.7092  -9.7135  -0.157
O  11.0426  6.4202  -9.5206  -0.186
S  9.9111  5.3235  -9.2633  0.605
O  9.6061  4.6442  -10.4675  -0.203
O  10.2580  4.6058  -8.0883  -0.217
O  8.7281  6.3420  -8.9401  -0.182
H  9.5020  7.8480  -7.7597  0.133
H  8.4550  8.3817  -9.0978  0.136
H  11.1565  8.4805  -9.4462  0.135
H  10.1576  7.8123  -10.7624  0.134

Force components x, y, z for each atom (eV/Å):
0.0 -0.1 -0.1
0.2 -0.3 -0.1
-0.1 -0.1 0.0
-0.2 0.9 0.0
0.0 -0.1 -0.2
-0.1 0.8 0.4
-0.7 -0.3 0.6
0.2 0.1 0.0
-0.2 -0.4 0.0
-0.1 0.3 -0.3
0.1 -0.2 0.1
0.1 -0.1 0.0
-0.2 0.1 0.0
0.1 0.0 0.1
0.0 0.0 0.0
0.1 -0.1 0.0
-0.3 0.5 1.0
0.2 -0.1 -0.7
-0.3 -0.2 0.2
0.4 -0.5 -0.7
0.1 -0.1 0.4
0.0 0.1 0.0
0.0 0.2 0.0
0.1 0.0 0.0
-0.1 -0.1 0.1
0.1 -0.1 0.0
0.1 -0.3 -0.5
0.1 0.2 0.1
0.1 -0.1 -0.1
0.2 0.0 -0.2
0.0 0.0 0.1
-0.1 0.1 0.0
0.0 0.0 0.1
0.0 0.2 0.0
-0.1 -0.1 -0.2
0.1 0.0 -0.2
0.2 0.0 0.2
0.0 -0.1 -0.1
0.0 0.1 -0.1
0.0 0.0 -0.1
0.0 -0.1 0.0
-0.1 0.0 0.0
0.1 0.0 0.1
0.0 -0.1 0.1
0.0 0.0 -0.1
-0.1 -0.1 0.1
-0.3 -0.1 -0.2
0.3 -0.2 0.1
-0.2 0.0 0.1
-0.1 -0.1 -0.1
0.0 0.1 0.1
0.0 0.1 0.0
0.2 0.0 0.0
0.0 0.0 0.0
0.1 0.1 0.2
0.0 0.2 -0.1
0.1 0.1 -0.1
-0.2 0.2 0.1
0.2 -0.1 0.1
0.0 0.2 0.0
0.1 0.1 0.3
-0.1 -0.1 -0.1
-0.1 -0.1 -0.1
0.1 -0.1 0.0
0.0 0.0 0.0
0.1 -0.1 -0.1
-0.2 0.0 -0.1
0.0 0.0 0.0
0.1 -0.3 -0.3
-0.1 0.4 -0.2
0.1 -0.1 0.0
0.0 0.0 -0.1
0.0 0.0 0.0
0.0 0.0 0.1
-0.2 0.1 0.0
0.0 0.0 0.0
0.1 0.2 0.2
-0.1 -0.1 0.2
0.0 0.0 0.0
0.0 -0.2 0.2
0.2 0.1 -0.2
0.0 -0.1 0.2
0.2 0.0 0.0
-0.1 0.1 0.0
-0.1 0.1 -0.1
0.1 0.0 -0.1
0.0 0.0 0.0
0.0 0.1 0.0
-0.2 0.0 0.0
0.0 0.0 0.0
-0.2 -0.1 -0.1
0.2 0.1 0.1
-0.1 -0.1 -0.1
0.2 0.0 -0.5
0.0 -0.2 0.1
-0.1 0.0 0.2
0.2 0.2 0.2
0.0 0.0 0.0
0.0 -0.1 0.1
-0.2 -0.1 0.0
0.0 0.0 0.0
0.1 0.1 0.2
-0.1 0.1 -0.2
0.0 0.0 0.1
0.0 0.3 0.0
0.0 -0.1 0.0
0.1 -0.1 0.0
0.0 0.0 -0.2
0.0 0.0 0.0
-0.1 -0.1 0.0
0.1 -0.1 0.1
0.0 0.0 0.0
-0.2 0.1 -0.1
0.1 -0.2 -0.1
-0.1 0.1 0.1
-0.1 0.0 -0.1
0.0 0.0 0.1
0.1 0.1 0.0
0.1 -0.1 0.0
0.0 0.0 0.0
0.1 -0.1 0.1
0.1 0.2 0.0
0.0 0.0 0.0
0.1 0.1 0.2
-0.1 0.1 -0.2
0.0 0.1 0.2
0.0 0.1 0.0
0.0 -0.1 0.0
0.1 0.0 -0.1
0.0 0.0 -0.1
0.0 0.0 0.0
-0.1 -0.1 -0.1
0.1 -0.1 0.1
0.0 0.0 0.0



[2]
# C8H16O4

A cluster of 2 separate species, C8H16O4 in total at a distorted geometry (the ωB97M-V functional and the def2-TZVPD basis, the OMol25 dataset).

* relative energy (zero: lowest compared OMol25 entry of this formula, charge and spin): 264.4 kJ/mol
* max |F|: 0.076 hartree/bohr
* E_tot: -16743.2776 eV
* lowest unoccupied orbital energy: 0.60 eV
* orbital gap: 0.3897 hartree
* SMILES string: C1COCOC1.C1COCOC1

Last column: natural (NBO) charge in e.
Cartesian coordinates (Å):
O  -2.8429  -0.7752  -4.9576  -0.513
O  -1.4591  0.9921  -4.6395  -0.538
C  -1.9371  0.0514  -5.5527  0.216
C  -2.1520  -1.5563  -3.9438  -0.096
C  -0.8131  0.3815  -3.4893  -0.067
C  -1.6819  -0.7108  -2.8685  -0.468
H  -1.1322  -0.4861  -6.0899  0.130
H  -2.4585  0.6966  -6.2858  0.178
H  -2.9345  -2.2232  -3.5335  0.200
H  -1.2993  -2.1897  -4.2555  0.174
H  0.1132  -0.1209  -3.8283  0.152
H  -0.5281  1.1393  -2.7344  0.197
H  -2.4969  -0.0727  -2.4759  0.210
H  -1.1723  -1.1763  -2.0031  0.225
O  1.0422  -0.0425  5.4036  -0.537
O  1.9795  -1.0110  3.5297  -0.536
C  2.0579  -0.8627  4.9364  0.221
C  1.0738  1.3048  4.8465  -0.075
C  2.0938  0.2270  2.8830  -0.071
C  0.9888  1.1563  3.3559  -0.456
H  3.0504  -0.4511  5.2026  0.125
H  1.9625  -1.8525  5.4229  0.185
H  0.2306  1.8704  5.2877  0.203
H  2.0040  1.8649  5.0620  0.168
H  3.0861  0.6815  3.0675  0.158
H  1.9584  0.1478  1.7871  0.195
H  0.0253  0.8542  2.9023  0.217
H  1.2413  2.1629  2.9706  0.203

Force components x, y, z for each atom (eV/Å):
0.6 -1.9 0.7
1.1 0.1 1.6
-0.1 1.8 -1.2
-2.0 -2.1 -0.1
1.1 -0.5 -0.5
0.1 3.5 1.6
0.0 -0.1 0.5
0.1 -0.6 0.2
0.4 0.0 -0.5
-0.5 0.3 -0.9
0.0 0.4 -0.1
-0.4 -0.1 -0.8
-0.2 -0.9 0.2
-0.2 -0.1 -0.7
-0.2 1.1 0.7
0.2 -0.9 0.1
0.3 0.0 -0.3
-0.6 -1.0 0.3
-0.3 0.8 -0.5
0.3 1.4 -0.9
-0.1 0.1 -0.1
-0.2 0.5 -0.5
0.4 -0.5 -0.2
-0.1 -0.5 0.3
-0.2 -0.2 0.0
0.4 -0.6 0.6
0.3 0.0 0.7
-0.3 -0.3 -0.3



[3]
# CH7NO2

A cluster of 2 separate species, CH7NO2 in total at a distorted geometry (the ωB97M-V functional and the def2-TZVPD basis, the OMol25 dataset).

* relative energy (zero: lowest compared OMol25 entry of this formula, charge and spin): 110.4 kJ/mol
* max |F|: 0.093 hartree/bohr
* E_tot: -6734.1992 eV
* lowest unoccupied orbital energy: 0.90 eV
* orbital gap: 0.3847 hartree
* SMILES string: NCO.O

Last column: natural (NBO) charge in e.
Cartesian coordinates (Å):
N  0.8934  1.7121  -1.0313  -0.850
C  -0.4322  1.6950  -0.6159  0.061
O  -0.4675  2.2285  0.7199  -0.742
H  1.1045  2.6590  -1.3140  0.373
H  0.8864  1.0528  -1.7511  0.368
H  -1.0863  0.8043  -0.3333  0.186
H  -1.0290  2.3472  -1.2185  0.139
H  0.4683  1.8618  1.0368  0.464
H  0.6732  -4.7898  1.5910  0.468
H  -0.8194  -4.7387  1.8001  0.464
O  -0.1913  -4.8323  1.1164  -0.932

Force components x, y, z for each atom (eV/Å):
0.7 -0.7 0.7
-3.5 0.4 3.3
3.3 -0.2 1.2
0.3 -0.2 -0.4
1.2 -0.9 -1.9
1.7 -0.3 -2.0
-0.8 0.5 -0.4
-2.9 1.3 -0.5
-1.0 -0.1 -0.7
-1.2 0.2 1.2
2.2 -0.1 -0.5



[4]
# C32H42F4NO21P3

A cluster of 5 separate species, C32H42F4NO21P3 in total at a distorted geometry (the ωB97M-V functional and the def2-TZVPD basis, the OMol25 dataset).

* max |F|: 0.093 hartree/bohr
* E_tot: -117083.4857 eV
* lowest unoccupied orbital energy: -1.57 eV
* orbital gap: 0.2449 hartree
* SMILES string: CCOCCCCCc1cc2c(c(P(C)O)c1P(=O)(O)O)C(=O)C(COC)=C(P(N)O)C2=O.O=C1OC[C@@H](F)O1.O=C1OC[C@@H](F)O1.O=C1OC[C@@H](F)O1.O=C1OC[C@@H](F)O1

Last column: Löwdin charge in e.
Cartesian coordinates (Å):
C  -3.7461  4.0151  4.1897  -0.084
C  -4.6413  3.6902  2.8799  -0.244
O  -4.1813  2.4592  2.2578  -0.201
C  -5.2454  1.7628  1.5773  -0.211
C  -5.7477  2.4768  0.2267  -0.166
C  -4.5729  2.8980  -0.7806  -0.211
C  -4.4095  1.8965  -2.0443  -0.203
C  -3.7666  0.5068  -1.5801  -0.170
C  -2.1791  0.5464  -1.3619  -0.081
C  -1.4636  1.9126  -1.4766  0.056
C  0.0722  1.9153  -1.2936  -0.008
C  0.9224  0.6197  -1.0182  -0.039
C  0.1739  -0.7347  -0.8721  -0.237
P  1.1638  -2.3254  -0.4694  0.922
C  1.6560  -2.9690  -2.2071  -0.254
O  2.5425  -1.9810  0.4827  -0.356
C  -1.3924  -0.7823  -1.0383  -0.153
P  -2.4464  -2.3184  -0.9201  0.630
O  -3.6971  -2.1512  -0.0122  -0.359
O  -1.6667  -3.7256  -0.4140  -0.226
O  -3.0243  -2.6351  -2.5106  -0.199
C  2.4847  0.8349  -0.9161  -0.249
O  3.3814  0.0865  -1.3688  0.042
C  2.9654  2.2024  -0.2008  -0.081
C  4.2752  2.2770  0.7391  -0.186
O  3.9970  2.6993  2.0918  -0.282
C  2.9059  1.9074  2.6332  -0.090
C  2.1779  3.3788  -0.4346  -0.202
P  2.6155  5.0462  0.3928  0.902
N  1.1413  5.4398  1.3282  -0.185
O  2.7509  6.2984  -0.7653  -0.334
C  0.8677  3.3188  -1.3813  -0.285
O  0.4773  4.2705  -2.0942  0.047
H  -3.9216  5.1180  4.4224  0.074
H  -2.6158  3.9088  3.9744  0.078
H  -4.0424  3.3662  5.0796  0.072
H  -4.4371  4.5353  2.1270  0.126
H  -5.7377  3.6295  3.2160  0.087
H  -4.8739  0.6807  1.4137  0.131
H  -6.1755  1.6605  2.2448  0.105
H  -6.4738  1.7757  -0.3381  0.120
H  -6.3405  3.4334  0.4851  0.114
H  -4.7735  3.9495  -1.2173  0.114
H  -3.5942  3.0015  -0.1770  0.101
H  -3.7703  2.3702  -2.8744  0.107
H  -5.4685  1.7362  -2.4684  0.115
H  -3.9983  -0.3454  -2.3214  0.113
H  -4.2760  0.2165  -0.5931  0.097
H  -1.9541  2.9122  -1.7018  0.107
H  2.7649  -2.8313  -2.4232  0.037
H  1.3567  -4.0751  -2.2108  0.046
H  1.0177  -2.4673  -3.0259  0.061
H  3.3746  -2.0738  -0.0519  0.055
H  -1.5268  -3.6541  0.5612  0.079
H  -3.7120  -3.3385  -2.4711  0.084
H  4.7352  1.2152  0.7738  0.137
H  5.0576  2.9837  0.2834  0.141
H  2.9490  0.8222  2.2445  0.110
H  1.9053  2.3786  2.3217  0.093
H  3.0390  1.8460  3.7650  0.098
H  0.3359  5.0567  0.7882  0.028
H  1.1355  4.8732  2.2005  0.030
H  1.9172  6.8285  -0.7103  0.054
C  -9.2976  1.4091  5.3457  -0.064
C  -7.9503  0.8166  5.0829  -0.316
O  -7.3978  1.6891  4.1177  0.111
C  -7.9641  2.9039  4.3582  -0.513
O  -7.5487  3.9406  3.9248  0.155
O  -9.0594  2.7978  5.1615  0.084
F  -8.0592  -0.4171  4.5371  0.085
H  -10.0532  1.0722  4.6304  0.150
H  -9.6540  1.2022  6.3557  0.145
H  -7.2970  0.7773  5.9593  0.179
C  6.7581  2.9226  3.7450  -0.070
C  6.4129  1.5494  4.2228  -0.326
O  7.2777  1.3645  5.3251  0.139
C  7.4952  2.6125  5.8299  -0.532
O  7.9530  2.8284  6.9128  0.169
O  7.1192  3.5835  4.9506  0.078
F  6.7069  0.6178  3.2828  0.075
H  7.6101  2.9291  3.0588  0.150
H  5.9157  3.4190  3.2624  0.126
H  5.3745  1.4335  4.5463  0.165
C  5.5337  -4.7382  -3.3413  -0.063
C  5.4647  -6.2306  -3.3281  -0.322
O  4.9333  -6.5202  -2.0499  0.148
C  4.1590  -5.4477  -1.7274  -0.523
O  3.3422  -5.4485  -0.8510  0.158
O  4.4226  -4.3744  -2.5319  0.036
F  6.7038  -6.7753  -3.4132  0.077
H  6.4528  -4.3544  -2.8893  0.149
H  5.4387  -4.3262  -4.3464  0.135
H  4.8194  -6.6563  -4.0978  0.146
C  3.1668  -8.1617  -8.0814  -0.063
C  1.9441  -8.0608  -7.2265  -0.321
O  2.4143  -7.3978  -6.0697  0.148
C  3.4477  -6.6195  -6.4923  -0.514
O  3.9160  -5.7196  -5.8548  0.156
O  3.8797  -6.9831  -7.7309  0.086
F  1.4975  -9.2873  -6.8693  0.084
H  3.7758  -9.0385  -7.8444  0.150
H  2.9308  -8.1761  -9.1462  0.146
H  1.1283  -7.4855  -7.6736  0.179

Force components x, y, z for each atom (eV/Å):
0.0 0.2 -0.9
1.0 0.6 0.7
-1.4 0.2 0.2
-0.8 -0.7 -0.3
0.1 0.2 -0.4
0.3 0.4 -0.4
0.2 0.2 0.6
0.0 -0.1 0.0
1.7 0.4 0.3
3.2 -3.4 0.7
-1.0 -1.8 0.2
-3.6 0.7 -0.3
-0.5 3.2 -1.3
-0.6 -0.7 0.6
-0.3 0.2 -0.5
-0.1 0.0 -2.3
2.2 3.4 -0.8
-4.3 -1.3 1.5
3.5 0.1 -2.2
-0.5 2.4 -0.8
1.6 0.0 2.4
1.7 -0.3 -0.2
-3.1 1.9 1.4
-2.1 2.5 -0.5
0.3 -1.0 -0.9
-0.8 -1.1 -0.9
-0.2 -0.6 0.2
-0.1 -1.9 -1.1
1.1 0.5 0.7
-0.1 -1.6 -1.6
-2.0 -1.1 1.4
-0.3 0.0 -0.6
1.2 -2.9 2.6
0.1 -1.5 -0.1
-1.8 0.0 0.3
0.5 0.9 -1.2
-0.7 -1.0 1.1
1.9 0.2 -0.9
-0.4 1.8 0.0
1.5 0.2 -0.9
1.0 1.0 1.0
0.9 -1.6 -0.2
0.2 -1.6 0.7
-1.5 -0.3 -0.9
-1.0 -0.6 1.2
1.7 0.0 0.6
0.4 1.4 1.1
1.0 0.2 -1.4
0.6 -1.8 0.3
-1.6 -0.2 0.2
0.7 1.6 0.1
1.1 -0.5 1.4
-1.0 0.4 0.6
-0.1 0.0 -0.9
0.6 0.6 0.3
-0.7 1.6 -0.2
-1.4 -0.9 0.8
-0.1 1.6 0.5
1.3 -0.8 0.7
-0.4 0.4 -1.5
0.4 0.7 0.6
0.4 0.7 -0.7
0.8 -0.5 -0.4
-0.8 -0.1 0.6
0.1 -0.7 -0.3
-0.3 0.4 0.7
0.1 1.5 -0.5
-0.8 -1.0 0.5
0.6 0.0 -0.4
0.1 -0.1 0.1
0.2 -0.1 0.0
0.1 0.2 -0.1
0.0 -0.1 -0.1
-0.3 0.8 -0.7
0.2 -0.5 -0.3
-0.4 0.6 0.0
0.8 0.6 1.3
-0.3 -0.2 -0.9
0.1 -0.6 0.5
-0.1 -0.2 0.0
0.0 -0.3 0.1
0.1 0.0 0.2
0.1 -0.2 -0.1
0.3 0.8 -0.7
0.5 -0.6 0.0
-0.5 0.6 -0.2
-1.0 0.1 1.2
0.8 0.1 -0.8
0.0 -0.8 0.4
0.1 -0.2 -0.1
0.0 -0.3 0.0
-0.2 0.0 0.2
0.2 0.0 0.1
0.3 -0.4 -0.9
-0.4 -0.7 0.3
0.3 0.5 -0.5
0.7 0.9 0.4
-0.4 -0.7 -0.6
-0.3 0.3 0.7
-0.2 0.0 0.0
-0.2 0.0 0.1
0.1 0.2 0.1
-0.1 -0.1 0.1



Question: Which value of E_tot does entry 1 give?
Answer: -360080.3199 eV